(1)
Formula: C7H17N2O3S
Source: the OMol25 dataset
Level of theory: wB97M-V/def2-TZVPD

```
30
Properties=species:S:1:pos:R:3
C -4.4104 -0.9608 0.9425
C 2.0420 -1.2762 -1.5588
C -0.6504 -1.1139 1.7517
C 1.0814 2.6247 0.3217
C 0.9838 -0.2597 -1.4259
C 0.6156 -0.9639 0.9159
C 1.6712 1.2412 0.4699
N -5.0274 -0.9684 1.9359
N 0.7124 0.2013 -0.0052
O -3.8178 -0.8114 -0.0581
O -3.1604 1.0068 -2.1817
O -4.1488 1.8129 -0.0226
S -2.9609 1.0017 -0.7864
H 2.3528 -1.3764 -2.6463
H 2.8596 -1.0856 -0.8124
H 1.6565 -2.2254 -1.3530
H -0.7466 -0.3805 2.4983
H -1.4905 -1.0275 0.9581
H -0.6866 -2.0589 2.2292
H 1.6798 3.3188 0.7103
H 0.7795 3.0724 -0.6197
H 0.2053 2.6195 0.9956
H -0.0446 -0.5406 -1.8326
H 1.2059 0.6768 -1.8711
H 0.4654 -1.8173 0.2917
H 1.5340 -1.0235 1.4151
H 1.8483 1.0543 1.5572
H 2.5883 1.1937 -0.0087
H -5.5838 -1.2484 2.7779
H -4.7495 2.3690 -0.5448
```

Calculated values
- energy relative to the best compared isomer or geometry (same formula, charge and spin) (kcal/mol) = 45.9
- HOMO energy (eV) = -11.1
- charge = +1
- multiplicity = 1
- molar mass (g mol⁻¹) = 209.3

(2)
Formula: C7H17N2O6S
Source: the OMol25 dataset
Level of theory: wB97M-V/def2-TZVPD

```
33
Properties=species:S:1:pos:R:3
O 3.4636 -0.5992 -1.2518
N 3.5690 -0.7744 -0.1176
O 2.3028 -0.4263 0.6139
C 1.9917 0.9560 0.7278
C 0.8835 1.3501 -0.2554
N 1.4121 1.6862 -1.6265
C 2.7165 2.4738 -1.6220
C 3.0320 2.8805 -0.1993
O 3.1707 1.7051 0.5842
H 1.5773 1.0781 1.7336
H 0.3195 2.2087 0.1034
H 0.1902 0.5133 -0.3538
H 0.6930 2.2191 -2.1143
H 1.5383 0.8224 -2.1562
H 2.6240 3.3131 -2.3073
H 3.4910 1.8023 -1.9802
H 2.2812 3.5537 0.2243
H 3.9893 3.3953 -0.1725
O -1.9212 -0.6094 2.1103
S -1.6152 -1.4383 0.9848
O -1.3994 -0.7739 -0.2803
O -2.6878 -2.5665 0.8350
C -4.1023 -2.1910 0.9000
C -4.5963 -1.5942 -0.3955
C -0.1815 -2.3955 1.2984
H -4.2370 -1.5185 1.7462
H -4.5997 -3.1296 1.1277
H -4.1470 -0.6209 -0.5870
H -5.6773 -1.4696 -0.3361
H -4.3666 -2.2513 -1.2337
H -0.2430 -2.9137 2.2492
H 0.5643 -1.6034 1.2816
H -0.0355 -3.0822 0.4689
```

Calculated values
- HOMO energy (eV) = -13.6
- charge = +1
- multiplicity = 1
- molar mass (g mol⁻¹) = 257.3